{"formula": "C8H9N2O2", "method": "ωB97M-V/def2-TZVPD", "e_lumo_ha": [-0.14809, -0.25694], "homo_lumo_gap_ev": [6.5, 6.3], "homo_energy_ev": [-10.49, -13.29], "relative_energy_ev": 4.992, "total_charge": 1, "multiplicity": 3, "total_energy_ev": -15500.84471, "elements": ["C", "C", "C", "C", "C", "C", "C", "C", "N", "N", "O", "O", "H", "H", "H", "H", "H", "H", "H", "H", "H"], "xyz": [[1.858, 0.665, -0.213], [0.700, 0.341, -0.319], [3.214, 0.639, 0.064], [-0.667, -0.235, -0.343], [-0.679, -1.623, -0.146], [0.535, -2.197, 0.141], [4.112, 1.695, -0.582], [-1.905, -2.427, -0.477], [1.405, -2.941, 0.084], [-1.762, 0.646, -0.568], [2.411, -3.497, 0.100], [3.619, -0.104, 0.915], [4.749, 2.097, 0.158], [3.552, 2.412, -1.054], [4.831, 1.126, -1.376], [-2.694, -1.827, -0.831], [-2.385, -2.964, 0.412], [-1.921, -3.245, -1.227], [-1.692, 1.055, -1.484], [-1.797, 1.384, 0.254], [-2.625, 0.098, -0.477]], "forces_ev_per_angstrom": [[-2.135, -0.694, -0.498], [-4.353, -0.451, -0.385], [3.311, 2.257, 0.192], [6.055, 3.217, -0.062], [-0.509, -3.465, 0.192], [-5.305, 2.815, -0.535], [1.847, -4.140, -1.348], [-0.748, -2.188, 1.458], [0.981, -0.414, 0.162], [-0.858, 0.689, 2.996], [3.417, -2.486, 0.069], [0.130, -1.111, 0.481], [0.701, 0.465, 0.840], [-1.182, 1.798, -1.293], [-1.758, 1.399, 1.764], [-1.062, 1.135, -0.466], [0.852, 0.841, -0.746], [1.033, 0.498, 0.150], [-0.237, 0.758, -0.520], [-0.029, -1.145, -2.163], [-0.149, 0.223, -0.288]], "lowdin_charge": [0.09, 0.09, -0.48, -0.20, -0.22, 0.05, 0.01, -0.04, -0.02, 0.24, 0.20, 0.14, 0.07, 0.04, 0.16, 0.04, 0.12, 0.11, 0.18, 0.25, 0.16]}